1.
{"formula": "C2H3ClN", "method": "ωB97M-V/def2-TZVPD", "elements": ["C", "N", "C", "Cl", "H", "H", "H"], "positions_angstrom": [[0.58577, -1.49230, -0.33701], [0.26636, -0.40990, -0.15122], [-0.33346, 0.77514, 0.05841], [0.16219, 1.34491, 1.67760], [0.73663, -2.40919, -0.84442], [0.09497, 1.66243, -0.47171], [-1.51247, 0.52890, 0.06834]], "energy_ev": -16125.05312, "orbital_gap_ev": 10.0, "max_force_ev_per_a": 4.707, "homo_ev": -16.04, "smiles": "C#[N+]CCl", "relative_energy_kcal_mol": 6.25, "charge": 1}

=====

2.
{"formula": "C2H3ClN2", "method": "ωB97M-V/def2-TZVPD", "elements": ["H", "N", "N", "C", "C", "Cl", "H", "H"], "positions_angstrom": [[2.01607, -0.78964, 1.09350], [1.76317, -1.07610, 0.16530], [1.03887, -0.61107, -0.68906], [0.03970, 0.24445, -0.75077], [-0.99124, 0.47156, 0.44424], [-2.50144, 1.00113, 0.02961], [-0.37840, 0.75573, -1.61246], [-0.98673, 0.00396, 1.31964]], "energy_ev": -17620.39031, "orbital_gap_ev": [7.8, 7.5], "max_force_ev_per_a": 8.267, "homo_ev": [-8.45, -8.12], "smiles": "[H]/N=N\\C=C\\Cl", "relative_energy_kcal_mol": 115.73, "charge": 0}

=====

3.
{"formula": "C2H3ClN2", "method": "ωB97M-V/def2-TZVPD", "elements": ["C", "N", "Cl", "C", "N", "H", "H", "H"], "positions_angstrom": [[-0.89101, -0.30918, 0.56579], [0.32677, 0.46726, -0.48733], [0.50294, 2.16653, 0.03196], [1.32312, -0.23907, -0.94108], [2.03916, -0.97369, -1.46002], [-0.45758, -0.24074, 1.52613], [-1.79097, 0.29115, 0.68141], [-1.05244, -1.16226, 0.08312]], "energy_ev": -17621.83205, "orbital_gap_ev": 9.5, "max_force_ev_per_a": 5.861, "homo_ev": -9.68, "smiles": "CN(Cl)C#N", "relative_energy_kcal_mol": 82.48, "charge": 0}

=====

4.
{"formula": "C2H3ClN2", "method": "ωB97M-V/def2-TZVPD", "elements": ["C", "C", "N", "N", "Cl", "H", "H", "H"], "positions_angstrom": [[-0.59967, 1.29367, 0.27943], [-0.83564, -0.12563, 0.45333], [-0.44953, 2.42095, 0.12072], [1.17914, -0.93267, -0.68089], [-2.10004, -0.82759, -0.42800], [-0.56836, -0.76585, 1.36205], [1.48517, -0.10899, -1.24673], [1.88893, -0.95389, 0.14010]], "energy_ev": -17621.24368, "orbital_gap_ev": [8.4, 9.7], "max_force_ev_per_a": 2.168, "homo_ev": [-9.28, -11.00], "relative_energy_kcal_mol": 96.05, "charge": 0}

=====

5.
{"formula": "C2H3ClN2", "method": "ωB97M-V/def2-TZVPD", "elements": ["C", "C", "N", "N", "Cl", "H", "H", "H"], "positions_angstrom": [[-1.97695, 0.92521, -2.07759], [0.31931, -0.39516, 0.61659], [-0.70722, -0.25388, 0.07534], [1.34337, -0.58298, 1.36591], [-1.16750, 1.78427, -2.97080], [-1.12834, 0.03389, -0.61775], [1.41627, -0.08609, 2.27728], [1.90108, -1.42526, 1.33102]], "energy_ev": -17599.27486, "orbital_gap_ev": 8.4, "max_force_ev_per_a": 12.042, "homo_ev": -21.09, "relative_energy_kcal_mol": 71.83, "charge": 2}

=====

6.
{"formula": "C2H3ClN2O", "method": "ωB97M-V/def2-TZVPD", "elements": ["O", "N", "C", "Cl", "H", "H", "C", "N", "H"], "positions_angstrom": [[-0.88672, 0.87780, -1.03883], [0.19309, -0.00919, -1.18574], [1.22936, 0.44064, -0.56225], [2.61394, -0.44871, -0.54020], [-1.57479, 0.64752, -1.56751], [1.15158, 1.48819, -0.21803], [-0.82731, -0.91288, 1.67111], [-0.31443, -1.65956, 2.33511], [-1.58471, -0.42381, 1.10635]], "energy_ev": -19669.54233, "orbital_gap_ev": 10.8, "max_force_ev_per_a": 5.168, "homo_ev": -10.12, "smiles": "O/N=C/Cl.C#N", "relative_energy_kcal_mol": 69.83, "charge": 0}

=====

7.
{"formula": "C2H3ClN2O", "method": "ωB97M-V/def2-TZVPD", "elements": ["H", "N", "C", "C", "Cl", "N", "O", "H", "H"], "positions_angstrom": [[1.82361, -0.19744, 0.06444], [0.90530, -0.09861, -0.40889], [-0.12133, -0.08897, 0.31840], [-1.44988, 0.14130, -0.30142], [-2.28880, -1.44308, -0.06195], [-2.06734, 1.21864, 0.40255], [-2.53888, 2.16890, -0.16535], [-0.35162, 0.01576, 1.39101], [-1.64883, 0.24932, -1.37719]], "energy_ev": -19668.95293, "orbital_gap_ev": 8.5, "max_force_ev_per_a": 3.718, "homo_ev": -9.67, "smiles": "[H]/N=C/[C@@H](Cl)N=O", "relative_energy_kcal_mol": 83.42, "charge": 0}

=====

8.
{"formula": "C2H3ClN3O4P", "method": "ωB97M-V/def2-TZVPD", "elements": ["C", "C", "N", "N", "N", "O", "O", "O", "O", "P", "Cl", "H", "H", "H"], "positions_angstrom": [[0.49961, 1.78579, 0.29109], [-0.07849, 0.56367, 0.63237], [0.52714, 1.90929, -1.03555], [-0.40917, -0.07769, -0.45808], [0.04727, 0.97997, -1.67949], [-2.91646, -2.83216, -0.16210], [-2.23567, -1.07159, 1.66227], [-3.39918, -0.35141, -0.47712], [-1.01184, -1.24145, -0.63942], [-2.48181, -1.48904, 0.26875], [14.47363, -0.10400, 0.35539], [0.89364, 2.54313, 0.93904], [-0.28175, 0.16094, 1.60421], [-3.62694, -0.77546, -1.30134]], "energy_ev": -36597.30717, "orbital_gap_ev": 7.2, "max_force_ev_per_a": 3.871, "homo_ev": -2.44, "relative_energy_kcal_mol": 0.00, "charge": -2}

=====

9.
{"formula": "C2H3ClO2", "method": "ωB97M-V/def2-TZVPD", "elements": ["O", "C", "Cl", "C", "O", "H", "H", "H"], "positions_angstrom": [[-0.28588, -1.62115, 0.09617], [-0.39713, -0.29603, -0.03956], [-2.02704, 0.44875, 0.20862], [0.85395, 0.82234, 0.21248], [0.29514, 0.35581, -1.04352], [-0.83741, -2.00280, -0.61910], [0.61485, 1.71778, 0.64786], [1.78352, 0.57529, 0.53705]], "energy_ev": -18737.59501, "orbital_gap_ev": 10.6, "max_force_ev_per_a": 6.565, "homo_ev": -9.99, "smiles": "O[C@@]1(Cl)CO1", "relative_energy_kcal_mol": 56.63, "charge": 0}

=====

10.
{"formula": "C2H3ClO2", "method": "ωB97M-V/def2-TZVPD", "elements": ["C", "C", "O", "O", "Cl", "H", "H", "H"], "positions_angstrom": [[-1.19925, 0.10007, 0.14201], [-0.08221, 0.08159, 0.76750], [1.11023, -0.48887, -1.37856], [1.25990, -0.80633, -0.02352], [0.47834, 0.37015, 2.22732], [-2.04629, 0.46599, 0.74571], [-1.15150, -0.08632, -0.91628], [1.63079, 0.36372, -1.56417]], "energy_ev": -18734.65850, "orbital_gap_ev": 10.6, "max_force_ev_per_a": 5.867, "homo_ev": -9.89, "relative_energy_kcal_mol": 124.35, "charge": 0}

=====

11.
{"formula": "C2H3ClO2", "method": "ωB97M-V/def2-TZVPD", "elements": ["C", "C", "O", "O", "Cl", "H", "H", "H"], "positions_angstrom": [[0.77408, 0.66652, 0.33771], [-0.33222, -0.36262, 0.12901], [0.43794, 1.07647, -0.91839], [-0.20235, -1.50975, -0.50185], [-1.95061, 0.19607, 0.16583], [0.59761, 1.27733, 1.17026], [1.76166, 0.35352, 0.51899], [-1.08609, -1.69753, -0.90156]], "energy_ev": -18737.03983, "orbital_gap_ev": 9.7, "max_force_ev_per_a": 3.117, "homo_ev": -9.40, "relative_energy_kcal_mol": 69.43, "charge": 0}

=====

12.
{"formula": "C2H3ClO2S", "method": "ωB97M-V/def2-TZVPD", "elements": ["C", "C", "O", "H", "H", "O", "S", "Cl", "H"], "positions_angstrom": [[0.19888, -1.87767, -0.98602], [0.92052, -1.69798, 0.11091], [1.71866, -1.36276, 0.87225], [-0.30816, -1.01355, -1.29369], [-0.29329, -2.84994, -1.27316], [-1.41889, 1.61393, 0.23588], [-0.01247, 1.47863, 1.13674], [1.03950, 3.27015, 0.70327], [-1.84474, 2.43919, 0.49381]], "energy_ev": -29573.12207, "orbital_gap_ev": 8.9, "max_force_ev_per_a": 2.629, "homo_ev": -9.29, "smiles": "C=C=O.OSCl", "relative_energy_kcal_mol": 36.72, "charge": 0}